# C35H25BrF6IrN3O3PS2Te

A structure of composition C35H25BrF6IrN3O3PS2Te at a distorted geometry (ωB97M-V/def2-TZVPD, OMol25).

```
78
Properties=species:S:1:pos:R:3:forces:R:3
Ir -0.403 -0.197 0.113 -0.24 1.51 -0.76
F 1.421 2.614 5.448 0.05 0.05 -0.08
C 0.156 2.158 5.509 0.31 0.17 0.26
F -0.462 2.938 6.414 -0.33 0.19 0.01
F 0.206 0.934 6.053 -0.16 -0.08 0.00
C -0.529 2.200 4.172 -0.07 -0.11 -0.09
C -1.590 3.048 3.954 0.13 -0.17 -0.16
C -2.182 3.063 2.694 0.07 -0.05 0.05
C -1.712 2.186 1.740 -0.50 0.45 0.11
N -0.700 1.352 1.940 0.15 -0.40 -0.02
C -0.068 1.354 3.127 -0.16 0.26 0.15
S 1.268 0.351 3.412 0.57 -0.44 -0.07
H -1.952 3.685 4.747 0.01 0.04 0.03
H -2.998 3.732 2.479 -0.15 0.04 -0.11
H -2.170 2.130 0.764 -0.05 -0.01 -0.08
O 2.272 -5.204 -3.122 0.24 -0.31 -0.20
C 1.565 -4.233 -2.537 -0.53 0.57 0.55
C 1.186 -4.261 -1.194 -0.02 -0.11 -0.39
C 0.496 -3.192 -0.667 0.11 -0.45 0.04
N 0.144 -2.114 -1.371 -0.22 0.15 -0.05
C 0.460 -2.126 -2.659 0.10 -0.08 -0.04
Br -0.112 -0.694 -3.748 -0.10 -0.15 -0.08
C 1.165 -3.132 -3.292 0.13 -0.23 0.03
H 2.508 -5.887 -2.480 -0.08 0.12 -0.08
H 1.442 -5.098 -0.563 0.02 -0.05 0.10
H 0.219 -3.200 0.376 0.01 0.09 0.10
H 1.389 -3.070 -4.344 0.04 0.00 -0.05
F -3.912 -2.191 3.045 0.10 0.16 -0.06
C -2.843 -2.828 2.549 -0.23 -0.23 0.24
F -3.312 -3.803 1.741 0.14 0.10 -0.16
F -2.238 -3.440 3.574 0.19 0.21 -0.15
C -1.915 -1.873 1.744 -0.39 -0.41 0.33
O -0.689 -2.010 1.844 0.60 -0.01 -0.08
O -2.489 -1.062 1.004 -0.07 0.57 -0.62
N -0.734 1.237 -1.208 -0.28 -1.52 1.35
P -0.320 2.435 -2.130 0.52 0.53 -0.07
C 1.487 2.399 -2.298 -0.52 0.05 -0.06
C 2.140 1.898 -3.414 -0.05 0.16 0.00
C 3.493 1.611 -3.335 0.10 -0.05 -0.07
C 4.192 1.840 -2.161 -0.01 0.08 -0.04
C 3.539 2.352 -1.051 0.05 0.20 0.00
C 2.182 2.612 -1.110 0.01 0.19 -0.14
C -0.794 4.065 -1.452 0.19 -0.43 -0.11
C -2.135 4.210 -1.116 -0.01 -0.07 0.01
C -2.616 5.431 -0.685 -0.09 0.06 -0.02
C -1.759 6.519 -0.601 0.03 -0.03 0.03
C -0.419 6.373 -0.923 -0.01 0.19 -0.01
C 0.066 5.150 -1.353 0.03 -0.14 -0.07
C -1.165 2.494 -3.746 0.27 -0.19 0.49
C -0.706 3.265 -4.806 0.06 -0.05 0.07
C -1.467 3.354 -5.958 0.08 0.11 -0.14
C -2.687 2.704 -6.042 -0.08 -0.06 0.01
C -3.148 1.944 -4.978 -0.04 0.05 -0.11
C -2.385 1.837 -3.831 0.06 -0.13 0.06
H 1.594 1.727 -4.330 0.03 -0.08 -0.04
H 3.995 1.191 -4.192 0.10 -0.01 -0.12
H 5.248 1.622 -2.104 0.09 -0.06 -0.02
H 4.080 2.535 -0.136 0.06 -0.01 0.09
H 1.645 2.976 -0.244 0.07 -0.02 0.14
H -2.790 3.355 -1.217 -0.16 0.00 0.05
H -3.661 5.542 -0.435 -0.07 0.00 0.02
H -2.138 7.484 -0.296 -0.02 0.05 0.07
H 0.249 7.220 -0.857 0.02 0.03 0.01
H 1.105 5.045 -1.628 0.11 0.01 0.00
H 0.239 3.783 -4.737 0.08 0.09 0.01
H -1.109 3.934 -6.796 0.02 0.06 -0.03
H -3.281 2.789 -6.940 -0.05 0.00 -0.10
H -4.095 1.432 -5.047 -0.11 -0.06 0.00
H -2.707 1.227 -2.999 -0.08 -0.07 0.07
Te 2.342 -0.164 0.786 -0.31 -0.18 0.05
C 2.850 -1.992 1.688 0.16 -0.18 -0.52
C 2.852 -2.376 2.995 -0.19 0.27 -0.12
C 3.448 -3.636 3.204 0.17 -0.32 -0.03
C 3.905 -4.204 2.060 0.03 0.15 -0.38
S 3.617 -3.196 0.694 0.04 0.24 0.72
H 2.433 -1.787 3.789 -0.06 0.05 0.10
H 3.544 -4.092 4.174 -0.01 -0.11 0.15
H 4.408 -5.142 1.931 0.09 -0.23 0.04
```
Positions in Å, forces in eV/Å.

For the HOMO-LUMO gap (spin up / spin down), the calculation gives 6.73 / 6.36 eV. The calculation puts the energy above the lowest of the compared OMol25 structures with the same formula, charge and spin at 120.84 kJ/mol. As for the total energy: -6421.96443 Ha. Its spin multiplicity is 6. As for the net charge: 0.

***

# C35H25Cl5F13LuN7OS4

A structure of composition C35H25Cl5F13LuN7OS4 at a distorted geometry (ωB97M-V/def2-TZVPD, OMol25).

```
91
Properties=species:S:1:pos:R:3:forces:R:3
Lu 0.368 -0.219 -0.117 -0.16 -2.66 0.05
C -2.073 -2.735 -0.320 0.06 0.02 -0.07
N -0.789 -2.635 0.383 -0.07 0.18 -0.21
C 0.100 -3.694 -0.098 0.31 0.03 -0.03
C 1.534 -3.536 0.384 -0.11 0.19 -0.03
N 2.034 -2.193 0.124 -0.61 0.67 0.29
C 3.352 -2.091 -0.067 0.59 -0.03 -0.05
C 4.394 -3.027 0.200 -0.26 0.14 0.04
F 4.146 -4.193 0.846 -0.02 -0.01 0.01
C 5.719 -2.786 -0.100 0.12 0.13 -0.12
F 6.633 -3.726 0.187 0.05 -0.05 0.05
C 6.143 -1.600 -0.672 -0.09 -0.10 0.03
F 7.441 -1.383 -0.952 0.04 0.00 -0.02
C 5.180 -0.641 -0.936 0.04 -0.10 0.09
F 5.524 0.525 -1.494 0.02 0.09 -0.04
C 3.869 -0.901 -0.631 -0.18 -0.13 0.11
F 2.950 0.054 -0.915 0.08 0.08 -0.25
C -0.996 -2.812 1.821 0.07 0.21 0.21
C -1.550 -1.551 2.434 -0.11 0.13 -0.08
N -0.695 -0.390 2.203 0.77 -0.03 -0.71
C -0.169 0.134 3.337 -0.04 0.45 0.54
C 0.284 -0.578 4.477 0.05 0.07 -0.34
F 0.356 -1.926 4.439 0.03 -0.01 0.04
C 0.746 0.033 5.627 -0.06 0.04 0.08
F 1.179 -0.720 6.648 0.04 -0.05 0.05
C 0.778 1.408 5.746 -0.03 -0.01 0.00
F 1.199 1.993 6.881 0.03 0.02 -0.01
C 0.343 2.163 4.670 0.14 -0.09 0.10
F 0.304 3.499 4.763 0.01 0.07 0.00
C -0.093 1.540 3.526 -0.23 -0.59 -0.06
F -0.584 2.323 2.550 0.40 0.38 -0.32
H -2.551 -3.707 -0.122 -0.01 0.01 0.02
H -2.743 -1.936 -0.007 -0.03 -0.01 0.01
H -1.905 -2.645 -1.393 -0.02 0.02 0.01
H -0.276 -4.678 0.225 -0.06 0.00 -0.02
H 0.104 -3.671 -1.186 -0.05 -0.04 0.01
H 1.614 -3.792 1.448 0.02 -0.12 -0.03
H 2.107 -4.282 -0.172 0.04 -0.05 0.05
H -1.669 -3.666 2.003 0.01 -0.04 -0.03
H -0.038 -3.023 2.294 -0.02 -0.04 -0.06
H -2.524 -1.329 1.989 -0.06 -0.06 0.05
H -1.724 -1.721 3.500 -0.08 -0.02 -0.01
Cl 3.087 6.631 0.814 0.05 0.07 0.03
C 2.166 5.215 0.484 -0.06 -0.06 -0.02
C 2.557 3.984 1.006 -0.01 0.10 -0.06
Cl 3.939 3.871 2.021 0.06 -0.04 0.03
C 1.818 2.854 0.714 -0.27 -0.07 -0.08
Cl 2.228 1.313 1.395 0.17 0.16 0.39
C 0.653 2.872 -0.086 0.25 0.49 0.26
O -0.032 1.810 -0.303 -0.02 0.77 0.30
C 0.283 4.141 -0.593 -0.09 -0.17 0.00
Cl -1.130 4.206 -1.570 -0.02 0.00 0.01
C 1.017 5.282 -0.309 0.16 -0.12 0.08
Cl 0.511 6.801 -0.933 -0.04 0.09 -0.07
F 2.901 -1.787 -6.224 -0.08 0.00 0.06
C 2.041 -1.840 -5.171 0.07 -0.14 -0.21
F 2.451 -2.873 -4.417 -0.04 0.10 -0.07
F 0.843 -2.178 -5.699 0.10 0.02 0.10
C 2.007 -0.533 -4.442 0.03 0.28 0.19
C 2.757 0.532 -4.901 -0.09 -0.08 0.06
C 2.713 1.742 -4.220 0.00 0.10 0.00
C 1.932 1.818 -3.080 0.06 0.14 -0.03
N 1.228 0.803 -2.599 0.11 -0.31 -0.16
C 1.234 -0.370 -3.263 -0.04 -0.14 -0.26
S 0.283 -1.616 -2.588 0.02 -0.16 0.22
H 3.373 0.416 -5.783 -0.02 0.03 0.01
H 3.282 2.596 -4.557 -0.01 0.01 0.01
H 1.873 2.746 -2.518 0.04 -0.02 0.02
S -3.490 0.713 0.529 -0.18 0.12 -0.20
C -3.806 1.165 2.085 -0.10 -0.02 0.10
N -4.663 0.537 2.943 0.03 0.07 0.25
C -4.894 1.334 4.140 -0.06 -0.04 -0.02
C -3.665 2.253 4.138 0.12 0.00 0.04
N -3.273 2.217 2.739 -0.34 0.06 0.05
H -5.370 -0.065 2.562 0.03 -0.02 -0.11
H -4.944 0.705 5.028 0.01 0.05 0.02
H -5.823 1.911 4.066 0.03 0.00 -0.03
H -2.876 1.860 4.787 0.03 -0.02 -0.05
H -3.900 3.269 4.454 -0.02 -0.03 0.04
H -2.424 2.637 2.399 -0.11 -0.11 -0.03
S -1.818 0.793 -2.330 -0.44 0.06 -0.22
C -3.045 0.130 -3.177 0.05 0.08 0.08
N -3.340 0.464 -4.459 -0.12 0.08 -0.11
C -4.293 -0.366 -5.166 0.04 -0.08 -0.03
C -5.244 -0.868 -4.092 0.11 -0.01 0.31
S -4.196 -1.076 -2.608 0.02 0.03 -0.19
H -2.644 0.994 -4.959 0.03 -0.01 0.04
H -3.795 -1.208 -5.661 0.00 0.01 0.01
H -4.817 0.226 -5.919 -0.01 -0.03 -0.01
H -5.707 -1.818 -4.344 -0.02 0.02 -0.05
H -6.009 -0.129 -3.856 -0.04 -0.01 -0.08
```
Positions in Å, forces in eV/Å.

For the HOMO-LUMO gap, the calculation gives 6.34 eV. The calculation puts the energy above the lowest of the compared OMol25 structures with the same formula, charge and spin at 182.77 kJ/mol. As for the total energy: -8234.99035 Ha. As for the net charge: -1.